Record 1
# C9H13NO3

A cluster of 3 separate species, C9H13NO3 in total at a distorted geometry (wB97M-V/def2-TZVPD, the OMol25 dataset).

Geometry (Å):
C1 -1.2134 -1.3610 -0.4795
C2 -2.1051 -0.3485 -0.4368
C3 0.0099 -0.8003 -0.4556
C4 -1.4780 0.8246 -0.3037
C5 -2.7989 -3.1538 2.6936
C6 -3.2065 2.5798 0.2222
C7 4.5958 -1.2408 0.0994
C8 -1.0698 3.2481 -0.8104
C9 -1.8659 2.2346 -0.3123
N1 5.7237 -1.0317 -0.8718
O1 -1.7365 -3.1480 3.1373
O2 -3.8674 -3.1752 2.2577
O3 -0.1407 0.5689 -0.3590
H1 -1.4943 -2.3981 -0.7651
H2 -3.2024 -0.3622 -0.7070
H3 1.0768 -1.0388 -0.3653
H4 -3.4697 2.0315 1.1603
H5 -3.2624 3.6442 0.2164
H6 -4.1212 2.2232 -0.4758
H7 4.5971 -0.3996 0.8552
H8 3.6175 -1.1735 -0.4813
H9 4.7692 -2.2194 0.4864
H10 -0.1416 3.1043 -1.4997
H11 -1.3659 4.3286 -0.8187
H12 6.6095 -1.0671 -0.4587
H13 5.5402 -1.8698 -1.5279

Output
SMILES string: C=C(C)c1ccco1.O=C=O.CN
E_tot: -17174.23997 eV
LUMO: 0.52 eV
gap between HOMO and LUMO: 8.75 eV
largest force on an atom: 5.75 eV/A
total charge: 0
HOMO level: -8.2 eV

Record 2
# C11H12N2PYb

A structure of composition C11H12N2PYb at a distorted geometry (wB97M-V/def2-TZVPD, the OMol25 dataset).

Geometry (Å):
C1 0.5812 1.6674 -2.0688
C2 -0.1287 1.2891 -3.2289
C3 -1.4606 1.7953 -3.1414
C4 -1.6021 2.5071 -1.9130
C5 -0.3784 2.4512 -1.2092
Yb1 1.7469 0.7898 1.3807
P1 3.9331 0.1660 -0.2620
H1 1.6333 1.4794 -1.8432
H2 0.2724 0.7078 -4.0582
H3 -2.2379 1.6661 -3.8912
H4 -0.1407 2.9166 -0.2491
H5 -2.5067 3.0069 -1.5702
H6 4.9492 1.1865 -0.3138
H7 3.9858 -0.1659 -1.6594
H8 4.8108 -0.8863 0.1746
N1 -2.6613 -4.5786 3.1518
C6 -2.1453 -3.6039 2.7560
C7 -1.4954 -2.4045 2.2691
C8 -0.7079 -1.6416 3.1267
C9 -0.0884 -0.4975 2.6273
N2 -0.1628 -0.1940 1.3037
C10 -0.9968 -0.8797 0.4834
C11 -1.6701 -1.9993 0.9403
H9 -0.5777 -1.9250 4.1729
H10 0.4426 0.2088 3.2963
H11 -1.0759 -0.5063 -0.5367
H12 -2.3188 -2.5553 0.2623

Output
E_tot: -55393.72632 eV
LUMO (spin up / spin down): -2.17 / -2.26 eV
gap between HOMO and LUMO (spin up / spin down): 3.52 / 3.64 eV
largest force on an atom: 2.47 eV/A
total charge: 0
⟨S²⟩: 0.767
HOMO level (spin up / spin down): -5.7 / -5.9 eV
spin multiplicity: 2

Record 3
# C12H14BFeN9

A structure of composition C12H14BFeN9 at a distorted geometry (wB97M-V/def2-TZVPD, the OMol25 dataset).

Geometry (Å):
H1 -0.0464 3.0943 1.8306
N1 0.2173 1.7323 0.1660
B1 0.7560 0.8153 -2.1876
N2 0.5683 1.9561 -1.1628
C1 0.7414 3.2609 -1.3553
Fe1 0.2732 0.1000 0.9450
H2 1.0314 3.6146 -2.3349
C2 0.5005 3.9362 -0.1642
H3 0.5529 4.9984 -0.0196
C3 0.1796 2.9693 0.7828
H4 1.2529 1.2176 -3.2131
C4 -2.1436 -2.8470 2.5690
H5 -2.4886 -3.1752 3.5500
H6 -1.1382 -3.2248 2.3894
H7 -2.8335 -3.2603 1.8322
N3 -0.6516 0.2415 -2.4385
N4 1.5946 -0.3199 -1.5563
N5 -1.4220 -0.2575 -1.4130
N6 1.4169 -0.7758 -0.2520
C5 -1.3022 0.1700 -3.6150
C6 2.6108 -0.9713 -2.1183
H8 -0.8225 0.5232 -4.5213
H9 2.8894 -0.7439 -3.1402
C7 -2.5486 -0.3905 -3.3795
C8 3.1445 -1.8647 -1.1996
C9 -2.5797 -0.6512 -1.9842
C10 2.3939 -1.7212 -0.0319
H10 -3.3200 -0.5659 -4.0995
H11 3.9743 -2.5217 -1.3736
H12 -3.4143 -1.0970 -1.4670
H13 2.5356 -2.2313 0.9059
H14 -2.1165 -1.7568 2.5147
N7 -0.0058 0.0876 2.8072
C11 0.0481 0.2182 3.9822
N8 0.1158 0.5229 5.2031
C12 0.0453 -0.2381 6.2742
N9 -0.0092 -0.8444 7.2751

Output
E_tot: -61146.12171 eV
LUMO (spin up / spin down): 0.34 / -0.48 eV
gap between HOMO and LUMO (spin up / spin down): 9.24 / 8.42 eV
largest force on an atom: 5.08 eV/A
total charge: 0
⟨S²⟩: 6.015
HOMO level (spin up / spin down): -8.9 / -8.9 eV
spin multiplicity: 5